1.
Computed, not measured: C4H5IrLiO7 as an isolated structure, with the ωB97M-V functional and the def2-TZVPD basis.

XYZ file:
```
18
Properties=species:S:1:pos:R:3:forces:R:3:lowdin_charge:R:1
O -2.979864 0.957507 -2.320371 -1.7 1.6 4.1 -0.07
C -2.227265 0.021369 -1.905217 1.1 -0.1 7.5 -0.76
O -1.658028 -0.735956 -2.751968 3.2 -3.7 3.8 -0.09
O -2.033011 -0.089980 -0.621980 -0.8 0.6 -1.2 0.10
C -0.680575 -0.134691 -0.128426 1.7 -0.9 -0.1 -0.09
O 0.721442 0.692749 1.565185 -0.8 -0.6 0.2 -0.05
C 2.916419 -0.870079 1.667259 3.9 -2.7 5.1 -0.77
C -0.569402 0.745484 1.108693 -1.3 0.5 -0.3 -0.27
O 2.155745 -1.842097 1.984704 -2.1 1.0 -1.7 -0.04
O 3.204529 -0.060314 2.614968 -1.4 1.2 -2.0 -0.06
Ir -2.516049 0.270029 -3.965995 -2.5 2.3 -14.4 1.50
Li 1.281646 -0.434257 3.124507 0.9 -0.1 -0.1 0.78
H 0.019127 0.211014 -0.902556 -0.2 -0.2 0.1 0.15
H -0.429400 -1.167300 0.152709 -0.1 0.3 -0.2 0.15
H -0.839015 1.787151 0.827427 0.5 -0.1 0.0 0.16
H -1.425015 0.465942 1.762168 0.8 -0.1 0.4 0.14
O 3.940161 -1.198701 0.808535 -1.6 0.9 -1.4 0.10
H 4.155395 -0.406376 0.303713 0.5 0.1 0.1 0.11
```
Forces are in eV/Å.

As for the gap between HOMO and LUMO (alpha / beta): 5.53 / 3.90 eV. Its charge is +1. The spin multiplicity is 5.

---

2.
Computed, not measured: C4H5KMgO2 as an isolated structure, with the ωB97M-V functional and the def2-TZVPD basis.

XYZ file:
```
13
Properties=species:S:1:pos:R:3:forces:R:3:lowdin_charge:R:1
C -0.316922 -0.556855 -0.712744 -0.5 0.9 2.8 -0.45
C 0.430310 -0.788922 0.560994 -0.7 2.4 -0.7 -0.06
C 1.751096 -0.427250 0.780887 1.3 0.0 -0.4 -0.08
C 2.343795 0.738688 0.246566 -1.5 -1.8 -0.7 -0.28
O 3.560872 1.014377 0.386363 1.4 1.0 0.2 -0.33
O -1.547701 -0.082693 -0.565149 -0.1 -0.6 -0.4 -0.34
K -3.966983 0.857147 0.517625 0.8 -0.3 -0.4 0.94
Mg 4.935007 2.359115 -0.035958 -0.4 -0.5 0.2 0.90
H 0.285783 -0.105035 -1.523753 0.1 -0.7 -0.1 0.13
H -0.206383 -0.916656 1.443467 0.0 -1.3 -0.6 0.13
H 2.384305 -1.063242 1.403443 -0.1 0.5 0.3 0.12
H 1.712019 1.435219 -0.329712 0.0 -0.2 0.2 0.13
H -0.100715 -1.780217 -0.703717 -0.3 0.6 -0.4 0.20
```
Forces are in eV/Å.

As for the gap between HOMO and LUMO (alpha / beta): 7.25 / 6.98 eV. Its charge is +1. The spin multiplicity is 2.

---

3.
Computed, not measured: C4H5LaLiO2 as an isolated structure, with the ωB97M-V functional and the def2-TZVPD basis.

XYZ file:
```
13
Properties=species:S:1:pos:R:3:forces:R:3:lowdin_charge:R:1
H -0.322399 2.126210 0.855792 0.1 -0.1 -0.3 0.10
C -0.351008 1.492984 -0.044638 2.0 -0.2 0.4 -0.45
C 0.809262 0.945510 -0.494116 -1.0 1.1 -0.1 -0.03
O -1.545162 1.279694 -0.564501 -2.7 0.3 -0.6 -0.58
La -3.940620 2.862340 -0.485517 1.6 -0.9 0.0 1.18
H 1.754412 1.296460 -0.077996 -0.3 -0.4 0.0 0.06
H 0.819473 0.394875 -1.441336 0.1 0.1 0.3 0.06
C 1.376389 -1.887723 0.898709 -1.0 -1.2 0.0 0.05
C 0.189498 -2.180888 0.384615 1.1 2.0 -0.3 -0.23
O -0.817830 -2.033602 -0.216077 0.0 -0.8 0.3 0.04
Li -1.668356 -0.486003 -1.096574 0.3 0.1 0.3 0.63
H 1.432003 -1.675484 1.967718 0.1 -0.1 -0.4 0.09
H 2.264333 -2.134377 0.313926 -0.3 0.0 0.2 0.09
```
Forces are in eV/Å.

As for the gap between HOMO and LUMO (alpha / beta): 5.58 / 5.58 eV. Its charge is +1.

---

4.
Computed, not measured: C4H5LiO5Sr as an isolated structure, with the ωB97M-V functional and the def2-TZVPD basis.

XYZ file:
```
16
Properties=species:S:1:pos:R:3:forces:R:3:lowdin_charge:R:1
O 2.751212 -1.130541 -0.152424 0.8 -1.3 -0.7 -0.25
C 1.874837 -0.232114 0.065699 -0.2 1.3 1.2 -0.77
O 2.205934 0.841218 0.599708 0.1 -0.1 -0.2 -0.04
O 0.632620 -0.525986 -0.294533 -0.6 -1.9 1.7 0.06
C -0.507598 0.350068 -0.006906 3.9 0.6 0.3 -0.20
C -0.441925 1.143806 -1.255217 -4.9 0.1 -0.6 0.05
Sr 4.748611 0.238467 0.663129 -0.8 0.4 0.1 1.94
H -0.408924 0.908231 0.926722 0.3 -0.2 -0.1 0.18
H -1.510727 0.803683 -1.567364 1.4 1.6 -0.9 0.15
H -0.428505 2.215522 -1.028881 -0.1 -0.3 -0.4 0.12
H 0.240379 0.801165 -2.038042 -0.1 0.1 0.6 0.12
Li 2.502212 -2.840263 -0.900769 -0.2 -0.1 -0.1 0.89
O -1.652695 -0.568417 0.277286 0.7 -0.4 -1.3 0.19
C -2.552674 -0.260037 1.071821 -0.2 0.1 0.6 0.01
O -3.439899 -1.042695 1.462211 0.2 0.0 -0.2 0.33
H -4.012852 -0.702103 2.177555 -0.4 0.1 0.1 0.21
```
Forces are in eV/Å.

As for the gap between HOMO and LUMO (alpha / beta): 10.22 / 8.96 eV. Its charge is +3. The spin multiplicity is 2.

---

5.
Computed, not measured: C4H5LiO6Sc as an isolated structure, with the ωB97M-V functional and the def2-TZVPD basis.

XYZ file:
```
17
Properties=species:S:1:pos:R:3:forces:R:3:lowdin_charge:R:1
O 0.094355 1.640313 -1.072555 -0.8 0.0 0.3 -0.11
C 1.050047 0.723675 -1.579637 0.5 -0.1 -0.5 -0.21
C 1.695220 -0.063247 -0.436726 0.3 0.3 -0.7 -0.13
O 0.822948 -0.318686 0.649027 -2.0 -1.3 1.6 -0.01
C -0.252978 -1.195576 0.461655 2.4 -0.5 -4.4 -0.70
O -0.780687 -1.231009 -0.695403 0.1 0.6 2.6 -0.03
O -0.274887 -2.221883 1.272090 -1.5 0.0 1.6 -0.10
H 0.333596 2.563785 -1.153062 0.2 0.0 0.0 0.12
H 1.844485 1.249362 -2.129644 -0.3 -0.2 0.1 0.14
H 0.508642 0.061303 -2.262801 0.3 0.1 0.1 0.12
H 2.505724 0.528403 0.008315 -0.3 -0.3 0.0 0.14
H 2.101692 -1.007492 -0.830163 -0.1 0.3 0.1 0.15
O -2.048538 -0.369473 2.900375 0.3 -2.5 1.2 -0.12
C -1.846683 0.026399 1.675033 -3.0 1.9 0.8 -0.51
O -2.239922 1.176991 1.377143 1.6 -2.1 -1.3 -0.03
Li -1.499159 0.683390 -0.445421 0.1 0.4 -0.1 0.74
Sc -2.013855 -2.246255 2.261775 2.0 3.4 -1.2 1.55
```
Forces are in eV/Å.

As for the gap between HOMO and LUMO (alpha / beta): 6.60 / 6.60 eV. Its charge is +1.

---

6.
Computed, not measured: C4H5LiO7Tm as an isolated structure, with the ωB97M-V functional and the def2-TZVPD basis.

XYZ file:
```
18
Properties=species:S:1:pos:R:3:forces:R:3:lowdin_charge:R:1
O -4.416296 0.333947 0.635663 -0.4 0.1 -0.2 -0.10
C -3.369655 0.050653 -0.003458 -0.2 -0.5 0.4 -0.82
O -3.389167 -0.454010 -1.154345 -0.2 0.1 -0.7 -0.10
O -2.211416 0.243258 0.639789 0.0 0.3 0.2 0.01
C -0.999994 0.251318 -0.115389 0.1 -0.2 -0.5 -0.17
O 1.144260 1.259167 -0.068539 3.2 1.3 0.2 -0.45
C 3.341292 -0.841733 -0.116347 4.8 -0.4 0.6 -0.79
C 0.112631 0.837843 0.745793 -0.2 -0.2 0.8 -0.39
O 3.574593 -0.478113 1.078786 -1.4 1.4 0.1 -0.16
O 3.810717 -0.121490 -1.055361 -1.7 1.4 -0.1 -0.16
Li -5.337083 -0.229627 -0.991199 0.9 0.1 0.5 0.83
Tm 3.615182 1.863552 0.392877 -3.4 -3.9 -1.1 1.53
H -1.123351 0.861968 -1.022606 0.1 -0.2 0.3 0.13
H -0.738011 -0.772420 -0.419513 -0.2 0.2 0.0 0.13
H -0.342545 1.633123 1.374186 0.2 -0.1 -0.3 0.11
H 0.472468 0.059809 1.449985 -0.2 0.1 0.0 0.11
O 3.227014 -2.173275 -0.313904 -1.7 0.6 0.2 0.13
H 2.629364 -2.323978 -1.056411 0.2 -0.1 -0.3 0.13
```
Forces are in eV/Å.

As for the gap between HOMO and LUMO (alpha / beta): 6.44 / 6.94 eV. Its charge is 0. The spin multiplicity is 4.

---

7.
Computed, not measured: C4H5N2 as an isolated structure, with the ωB97M-V functional and the def2-TZVPD basis.

XYZ file:
```
11
Properties=species:S:1:pos:R:3:forces:R:3:lowdin_charge:R:1
C -1.569889 0.450882 -1.011997 1.7 0.2 0.3 -0.37
C 0.322454 0.177728 0.035795 -1.6 1.2 -1.8 -0.16
C -1.037525 -0.331246 0.221639 0.8 0.3 3.9 0.05
C 1.683148 0.008854 0.500051 -0.4 -0.8 -0.1 0.05
N -0.220090 0.808177 -0.981967 3.3 1.2 -0.2 0.32
N -2.579971 0.359600 -1.538927 -3.7 -0.1 -1.7 0.42
H -1.146956 -1.335580 0.130992 -0.4 -3.1 -1.2 0.13
H -1.654808 -0.057233 1.072572 0.2 0.8 0.1 0.17
H 1.569284 -0.728816 1.323193 1.2 0.8 -0.3 0.13
H 2.279794 0.911606 0.573547 -0.6 0.8 1.4 0.13
H 2.354560 -0.263972 -0.324898 -0.6 -1.3 -0.3 0.13
```
Forces are in eV/Å.

As for the gap between HOMO and LUMO (alpha / beta): 8.72 / 9.05 eV. Its charge is +1.

---

8.
Computed, not measured: an isolated ion of composition C4H5N2 and charge +1, with the ωB97M-V functional and the def2-TZVPD basis.

XYZ file:
```
11
Properties=species:S:1:pos:R:3:forces:R:3:lowdin_charge:R:1
C -2.267754 -2.142683 -0.189716 -3.0 -2.4 0.5 0.17
C 0.318811 0.425492 -0.144034 0.9 -0.1 0.5 0.05
C -1.183407 0.707282 0.189255 1.4 0.9 1.0 0.09
C 1.846915 0.331401 -0.038613 -1.6 -1.0 0.9 0.06
N -0.555094 -0.443922 -0.452302 -3.4 0.6 0.8 0.03
N -1.344377 -1.487889 -0.373141 4.4 0.6 -1.5 0.02
H -1.565549 0.452991 1.202241 0.9 0.2 -0.4 0.14
H -1.915982 1.324242 -0.313722 0.7 0.2 -0.9 0.13
H 2.171652 0.651861 0.953947 -0.4 0.0 0.2 0.11
H 2.436718 0.928065 -0.694488 0.0 0.5 -1.0 0.09
H 2.058066 -0.746840 -0.139427 0.1 0.5 -0.2 0.11
```
Forces are in eV/Å.

As for the gap between HOMO and LUMO: 10.27 eV. Its charge is +1.

---

9.
Computed, not measured: a 2-piece molecular cluster, C4H5N2O2 overall, with the ωB97M-V functional and the def2-TZVPD basis.

XYZ file:
```
13
Properties=species:S:1:pos:R:3:forces:R:3:lowdin_charge:R:1
C -0.024480 -1.864375 0.374067 2.6 0.9 0.4 -0.27
C -0.964889 -1.116665 -0.188786 -1.8 0.8 -1.8 -0.20
C -3.897256 -0.204848 0.114966 1.1 -0.1 0.3 -0.47
C -0.124232 1.196662 -0.790842 0.4 -2.6 2.7 -0.15
N 1.045229 -0.839984 0.106650 2.1 -0.2 -0.2 -0.12
N 0.095021 -0.244222 -0.805341 -1.4 -1.9 -0.1 -0.31
O -4.321569 -1.207075 0.557132 0.2 1.4 -0.7 0.13
O -3.500065 0.832264 -0.269285 -1.1 -1.3 0.4 0.13
H 0.118210 -2.689869 1.051098 -0.2 -0.1 0.0 0.02
H -0.894634 1.284014 -1.507071 -0.8 0.9 -0.8 0.04
H -0.481595 1.371775 0.262502 0.3 1.1 -0.9 0.07
H 0.850322 1.557331 -1.040837 0.3 1.3 -0.2 0.05
H 1.956113 -1.060357 -0.430638 -1.7 -0.2 0.8 0.07
```
Forces are in eV/Å.

As for the gap between HOMO and LUMO: 6.20 eV. Its charge is -1.

---

10.
Computed, not measured: an isolated ion of composition C4H5N2O2S and charge -1, with the ωB97M-V functional and the def2-TZVPD basis.

XYZ file:
```
14
Properties=species:S:1:pos:R:3:forces:R:3:lowdin_charge:R:1
C -3.300503 0.089912 2.342857 0.3 0.0 -0.1 -0.33
C -1.445133 -1.394124 3.090279 0.7 -0.3 0.5 -0.86
C -0.971365 -1.388811 0.275099 -0.4 -0.9 0.1 -0.60
C 0.538516 0.467924 -0.342347 0.1 -0.1 0.3 -0.19
N -2.237359 -0.298434 2.704798 -0.4 0.3 0.1 0.15
N -0.798974 -0.037748 -0.082025 0.1 1.2 0.0 -0.27
O -4.283098 0.621554 1.995188 -0.5 0.0 -0.1 0.12
O -1.455274 -1.771461 4.247720 -0.2 0.0 -0.3 -0.05
S -0.297903 -1.901412 1.899293 0.4 -0.2 0.0 0.82
H -0.381341 -2.018620 -0.409615 -0.2 -0.1 0.1 -0.02
H 0.972425 -0.088865 -1.176191 0.0 0.0 0.0 0.06
H 0.485307 1.525606 -0.616358 0.1 0.0 0.0 0.06
H 1.215361 0.359189 0.523167 0.0 0.0 -0.1 0.05
H -1.267800 0.565824 0.586954 0.0 -0.1 -0.3 0.06
```
Forces are in eV/Å.

As for the gap between HOMO and LUMO (alpha / beta): 5.67 / 5.67 eV. Its charge is -1.

---

charge of number 10 (C4H5N2O2S)? -1

---

Repeat the third record exactly.
Computed, not measured: C4H5LaLiO2 as an isolated structure, with the ωB97M-V functional and the def2-TZVPD basis.

XYZ file:
```
13
Properties=species:S:1:pos:R:3:forces:R:3:lowdin_charge:R:1
H -0.322399 2.126210 0.855792 0.1 -0.1 -0.3 0.10
C -0.351008 1.492984 -0.044638 2.0 -0.2 0.4 -0.45
C 0.809262 0.945510 -0.494116 -1.0 1.1 -0.1 -0.03
O -1.545162 1.279694 -0.564501 -2.7 0.3 -0.6 -0.58
La -3.940620 2.862340 -0.485517 1.6 -0.9 0.0 1.18
H 1.754412 1.296460 -0.077996 -0.3 -0.4 0.0 0.06
H 0.819473 0.394875 -1.441336 0.1 0.1 0.3 0.06
C 1.376389 -1.887723 0.898709 -1.0 -1.2 0.0 0.05
C 0.189498 -2.180888 0.384615 1.1 2.0 -0.3 -0.23
O -0.817830 -2.033602 -0.216077 0.0 -0.8 0.3 0.04
Li -1.668356 -0.486003 -1.096574 0.3 0.1 0.3 0.63
H 1.432003 -1.675484 1.967718 0.1 -0.1 -0.4 0.09
H 2.264333 -2.134377 0.313926 -0.3 0.0 0.2 0.09
```
Forces are in eV/Å.

As for the gap between HOMO and LUMO (alpha / beta): 5.58 / 5.58 eV. Its charge is +1.

---

Number 10 is which compound? C4H5N2O2S